#a
22
Properties=species:S:1:pos:R:3:nbo_charge:R:1 method="wB97M-V/def2-TZVPD" spin_multiplicity=1 charge=0 orbital_gap_ev=10.49 smiles="CC(C)CCC=O.O" e_homo_ev=-9.814
O -1.436 -3.076 -0.589 -0.529
C -1.623 -2.032 -1.129 0.411
C -1.428 -0.788 -0.401 -0.524
C 0.007 -0.694 0.205 -0.395
C 1.046 0.165 -0.579 -0.223
C 2.434 0.183 0.107 -0.628
C 0.576 1.598 -0.748 -0.609
H -2.001 -2.199 -2.152 0.127
H -2.085 -0.900 0.522 0.244
H -1.589 0.123 -1.069 0.226
H -0.212 -0.038 1.035 0.201
H 0.516 -1.550 0.600 0.236
H 1.166 -0.235 -1.689 0.192
H 2.530 0.946 0.960 0.207
H 3.250 0.439 -0.520 0.217
H 2.921 -0.730 0.672 0.219
H 0.988 2.079 -1.595 0.219
H -0.544 1.705 -0.663 0.195
H 0.877 2.195 0.193 0.206
H -1.774 0.188 2.612 0.475
H -1.852 1.489 1.655 0.478
O -1.767 1.133 2.572 -0.946

#b
22
Properties=species:S:1:pos:R:3:nbo_charge:R:1 method="wB97M-V/def2-TZVPD" spin_multiplicity=1 charge=0 orbital_gap_ev=2.81 e_homo_ev=-7.181
O -1.444 -0.086 -3.083 -0.474
C -2.275 0.321 -2.239 0.236
C -1.992 0.384 -0.867 0.002
C -0.797 -0.350 -0.407 -0.305
C -0.902 -0.842 1.018 -0.614
C 0.545 0.408 -0.697 -0.365
C 1.753 -0.455 -0.754 -0.621
H -3.023 0.976 -2.700 0.147
H -2.758 0.746 -0.182 0.216
H 2.686 0.868 1.347 -0.232
H -0.775 -1.287 -1.027 0.251
H 0.001 -1.252 1.461 0.237
H -1.723 -1.571 1.168 0.210
H -1.141 -0.021 1.732 0.220
H 0.265 0.861 -1.650 0.221
H 0.632 1.154 0.078 0.219
H 1.721 -1.270 -0.006 0.212
H 2.716 0.075 -0.605 0.251
H 1.971 -0.995 -1.669 0.220
H 2.010 0.349 2.584 0.445
H 1.315 1.471 3.301 0.465
O 1.215 0.517 3.196 -0.941

#c
22
Properties=species:S:1:pos:R:3:nbo_charge:R:1 method="wB97M-V/def2-TZVPD" spin_multiplicity=1 charge=0 orbital_gap_ev=10.04 smiles="C=CCC(=C)C.O.O" e_homo_ev=-9.458
C -0.551 -1.267 -1.451 -0.673
C -0.123 -1.485 0.009 0.032
C -0.849 -2.004 1.032 -0.426
C 1.260 -0.923 0.292 -0.506
C 1.020 0.387 1.017 -0.192
C 1.923 1.361 0.922 -0.388
H -0.560 -0.241 -1.658 0.215
H -1.577 -1.593 -1.513 0.227
H 0.231 -1.730 -2.028 0.225
H -1.858 -2.475 1.022 0.218
H -0.266 -2.131 2.098 0.199
H 1.798 -1.674 0.915 0.232
H 1.836 -0.817 -0.605 0.207
H 0.061 0.553 1.473 0.238
H 2.860 1.228 0.537 0.179
H 1.814 2.362 1.326 0.201
H -1.349 1.739 -0.018 0.476
H -1.674 0.307 -0.051 0.461
O -1.966 1.188 0.344 -0.940
H -0.267 2.123 -2.347 0.484
H 0.436 1.244 -1.254 0.487
O -0.229 1.898 -1.447 -0.956

#d
22
Properties=species:S:1:pos:R:3:nbo_charge:R:1 method="wB97M-V/def2-TZVPD" spin_multiplicity=1 charge=0 orbital_gap_ev=10.81 smiles="CC[C@H](C)CC=O.O" e_homo_ev=-9.982
O -0.854 -1.574 -2.314 -0.517
C -1.370 -0.777 -1.578 0.452
C -0.688 0.446 -1.040 -0.507
C -0.689 0.428 0.504 -0.214
C 0.321 -0.638 0.946 -0.609
C -0.348 1.811 1.026 -0.390
C -0.598 1.991 2.531 -0.606
H -2.409 -0.906 -1.186 0.098
H -1.165 1.370 -1.391 0.230
H 0.351 0.444 -1.378 0.216
H -1.644 0.054 0.874 0.201
H 1.276 -0.601 0.436 0.190
H 0.601 -0.539 2.005 0.215
H -0.128 -1.633 0.813 0.215
H -0.964 2.540 0.482 0.198
H 0.695 2.084 0.818 0.201
H -0.066 2.864 2.886 0.215
H -1.658 1.956 2.776 0.206
H -0.177 1.149 3.078 0.200
H 2.661 -2.079 -0.913 0.474
H 3.123 -0.715 -0.358 0.465
O 3.408 -1.639 -0.494 -0.934

Relative energies in kcal/mol: #a 32.9; #b 176.5; #c 47.8; #d 0.0

#a
22
Properties=species:S:1:pos:R:3:nbo_charge:R:1 method="wB97M-V/def2-TZVPD" spin_multiplicity=1 charge=0 orbital_gap_ev=9.01 smiles="C/C=C/C=C/C.O.O" e_homo_ev=-8.430
C -1.430 1.025 0.868 -0.660
C -1.022 0.083 -0.246 -0.159
C -0.317 0.350 -1.331 -0.228
C -0.040 -0.804 -2.229 -0.202
C 0.462 -0.757 -3.450 -0.183
C 0.143 -1.726 -4.524 -0.649
H -1.828 2.050 0.546 0.217
H -0.571 1.389 1.486 0.223
H -2.204 0.507 1.441 0.217
H -1.357 -0.943 -0.035 0.187
H -0.020 1.334 -1.633 0.207
H -0.598 -1.748 -1.916 0.185
H 0.933 0.212 -3.757 0.188
H -0.773 -1.372 -5.136 0.224
H 0.923 -1.837 -5.267 0.214
H 0.116 -2.767 -4.105 0.219
H 3.134 4.482 3.897 0.469
H 2.245 5.493 3.162 0.468
O 3.050 5.419 3.682 -0.937
H -1.103 -3.438 3.983 0.470
H -1.165 -4.807 4.698 0.470
O -1.157 -3.857 4.847 -0.940

#b
22
Properties=species:S:1:pos:R:3:nbo_charge:R:1 method="wB97M-V/def2-TZVPD" spin_multiplicity=1 charge=0 orbital_gap_ev=11.22 smiles=CC[C@@H](C)CC(O)O e_homo_ev=-10.361
C -2.174 -0.839 0.283 0.375
C 0.269 0.046 0.119 -0.217
C -0.728 -1.083 -0.179 -0.432
C 1.692 -0.467 -0.138 -0.382
C -0.032 1.288 -0.717 -0.625
C 2.776 0.525 0.270 -0.606
O -2.808 0.026 -0.624 -0.736
O -2.282 -0.358 1.589 -0.719
H -1.806 0.480 1.645 0.467
H -3.722 0.153 -0.347 0.478
H -2.702 -1.808 0.303 0.139
H 0.202 0.301 1.184 0.184
H -0.385 -1.994 0.315 0.212
H -0.764 -1.264 -1.253 0.216
H 1.799 -0.705 -1.199 0.195
H 1.838 -1.393 0.424 0.197
H 0.211 1.102 -1.761 0.204
H -1.086 1.543 -0.664 0.231
H 0.548 2.140 -0.371 0.204
H 2.739 1.421 -0.343 0.203
H 2.657 0.813 1.313 0.200
H 3.758 0.074 0.151 0.211

Relative energies in kcal/mol: #a 48.4; #b 0.0

#a
22
Properties=species:S:1:pos:R:3:nbo_charge:R:1 method="wB97M-V/def2-TZVPD" spin_multiplicity=1 charge=0 orbital_gap_ev=10.67 smiles=CC[C@H](C)OCCO e_homo_ev=-9.699
C 0.012 1.989 0.253 -0.629
C 1.364 1.210 -0.233 -0.415
C 1.217 -0.181 0.214 0.074
C 2.516 -0.970 0.064 -0.641
C -0.787 -1.366 -0.040 -0.048
C -1.884 -0.546 0.560 -0.114
H -0.150 3.096 -0.281 0.208
H -0.931 1.456 -0.008 0.227
H 0.085 2.112 1.347 0.201
H 1.577 1.453 -1.288 0.222
H 2.327 1.639 0.247 0.203
H 0.939 -0.160 1.272 0.176
H 3.076 -0.694 -0.865 0.215
H 3.115 -0.550 1.012 0.223
H 2.391 -2.082 -0.130 0.234
H -1.280 -1.991 -0.749 0.177
H -0.296 -2.087 0.791 0.137
H -2.756 -1.022 1.046 0.191
H -1.422 0.035 1.329 0.153
H -1.883 0.419 -1.057 0.459
O 0.091 -0.645 -0.556 -0.545
O -2.518 0.341 -0.391 -0.708

#b
22
Properties=species:S:1:pos:R:3:nbo_charge:R:1 method="wB97M-V/def2-TZVPD" spin_multiplicity=1 charge=0 orbital_gap_ev=10.09 smiles=CC[C@@](C)(O)CCO e_homo_ev=-9.295
C 0.231 -0.237 0.134 0.269
C -2.306 -0.721 0.298 -0.077
C -1.120 0.400 -0.059 -0.449
C 1.182 1.127 0.043 -0.412
C 0.554 -1.261 -0.942 -0.632
C 2.646 0.888 -0.298 -0.617
O 0.361 -0.858 1.372 -0.719
O -3.220 -0.097 1.194 -0.730
H -0.088 -0.314 2.048 0.472
H -3.871 0.406 0.690 0.466
H -2.738 -1.097 -0.637 0.161
H -1.967 -1.600 0.852 0.191
H -1.259 0.775 -1.071 0.211
H -1.296 1.203 0.657 0.213
H 0.796 1.921 -0.598 0.198
H 1.144 1.536 1.056 0.193
H 1.542 -1.677 -0.765 0.221
H -0.154 -2.085 -0.896 0.214
H 0.524 -0.803 -1.926 0.211
H 2.764 0.714 -1.366 0.199
H 3.026 0.026 0.249 0.209
H 3.250 1.756 -0.035 0.209

#c
22
Properties=species:S:1:pos:R:3:nbo_charge:R:1 method="wB97M-V/def2-TZVPD" spin_multiplicity=1 charge=0 orbital_gap_ev=9.75 smiles="C=CCC(=C)C.O.O" e_homo_ev=-9.105
C 1.831 -0.627 -1.359 -0.659
C 0.576 0.154 -1.239 0.038
C 0.715 1.312 -0.464 -0.424
C -0.692 -0.393 -1.832 -0.489
C -1.997 -0.455 -0.947 -0.166
C -2.273 0.256 0.175 -0.421
H 2.376 -0.569 -2.310 0.221
H 1.908 -1.729 -1.206 0.215
H 2.533 -0.186 -0.603 0.222
H 1.540 1.723 0.044 0.196
H -0.067 2.002 -0.539 0.185
H -0.924 0.121 -2.837 0.239
H -0.537 -1.476 -1.950 0.222
H -2.722 -1.122 -1.522 0.206
H -1.487 0.987 0.740 0.211
H -3.155 0.130 0.689 0.195
H 0.755 2.294 2.129 0.479
H 0.055 0.842 2.310 0.480
O 0.296 1.646 2.706 -0.951
H 0.795 -2.324 2.741 0.471
H -0.257 -1.278 2.599 0.463
O 0.729 -1.310 2.673 -0.933

#d
22
Properties=species:S:1:pos:R:3:nbo_charge:R:1 method="wB97M-V/def2-TZVPD" spin_multiplicity=1 charge=0 orbital_gap_ev=9.14 smiles=CC[C@H](O)[C@@H](O)CC e_homo_ev=-8.500
C -0.334 0.976 -0.014 0.117
C 0.602 -0.139 0.079 0.098
C -0.887 0.995 1.761 -0.443
C 1.601 0.154 -1.399 -0.419
C -2.000 0.001 2.035 -0.645
C 1.935 -1.096 -2.186 -0.620
O -1.392 0.815 -0.869 -0.685
O 0.108 -1.432 0.022 -0.712
H -1.809 -0.035 -0.669 0.456
H -0.852 -1.524 0.014 0.465
H 0.117 1.953 -0.172 0.200
H 1.336 -0.054 0.878 0.181
H -0.060 0.883 2.465 0.196
H -1.240 2.021 1.868 0.196
H 1.216 0.921 -2.073 0.193
H 2.493 0.585 -0.945 0.183
H -2.400 0.113 3.046 0.222
H -2.839 0.148 1.352 0.201
H 2.634 -0.894 -3.001 0.207
H 2.392 -1.841 -1.534 0.206
H -1.645 -1.028 1.958 0.198
H 1.025 -1.521 -2.613 0.205

Relative energies in kcal/mol: #a 48.7; #b 0.0; #c 51.0; #d 33.7